# 1
C12H28O6Sn | ωB97M-V with the def2-TZVPD basis set

Each line ends with the Löwdin charge.
Positions of all 47 atoms, in Å:
Sn 11.650074 14.953277 23.859479  1.93
C 12.614693 17.624286 21.268245  -0.08
O 11.727221 16.537503 21.493921  -0.33
C 10.874795 16.213953 20.417295  -0.18
C 9.811099 15.237983 20.866269  -0.18
O 9.352881 15.539514 22.176970  -0.23
C 8.221903 14.799020 22.560705  -0.18
C 7.843463 15.312767 23.926755  -0.17
O 9.047395 15.471428 24.683273  -0.34
C 8.838167 16.154056 25.903294  -0.07
H 12.067551 18.478473 20.864537  0.11
H 13.375362 17.353436 20.527025  0.11
H 13.149443 17.938224 22.162048  0.10
H 11.444725 15.653065 19.663043  0.15
H 10.471155 17.084628 19.897482  0.15
H 10.193615 14.207281 20.882519  0.13
H 9.020066 15.278686 20.112851  0.15
H 8.524837 13.748889 22.702441  0.12
H 7.392149 14.818339 21.853746  0.15
H 7.188592 14.578825 24.413277  0.14
H 7.233708 16.219670 23.867988  0.15
H 8.452053 17.164843 25.760341  0.11
H 9.798738 16.209264 26.420193  0.09
H 8.183573 15.653040 26.624549  0.11
C 9.228342 12.505456 25.443389  -0.03
O 10.508775 13.145366 25.582990  -0.32
C 11.406064 12.399166 26.373139  -0.20
C 12.437297 13.311223 26.965450  -0.15
O 13.175995 13.801101 25.832066  -0.27
C 14.300157 14.579622 26.199042  -0.18
C 15.243686 14.856801 25.046488  -0.15
O 14.347980 15.114439 23.977910  -0.36
C 14.935489 15.370958 22.690292  -0.05
H 9.362611 11.437971 25.280555  0.11
H 8.753489 12.921152 24.557706  0.06
H 8.578107 12.747492 26.282748  0.12
H 11.957759 11.616526 25.844183  0.15
H 10.887318 11.939501 27.220546  0.15
H 13.117645 12.730425 27.591227  0.15
H 12.002118 14.140942 27.528796  0.15
H 14.901484 14.043218 26.945221  0.15
H 13.985720 15.507536 26.687566  0.14
H 15.889782 14.029641 24.749214  0.15
H 15.833510 15.699494 25.418499  0.15
H 15.765025 16.069788 22.778155  0.11
H 14.183491 15.731239 21.991940  0.06
H 15.292480 14.411907 22.305284  0.11

Cartesian forces (eV/Å) of the 6 atoms listed first:
-0.438 -0.183 0.510
0.357 0.441 -1.084
0.148 -0.272 1.438
0.359 -0.719 -0.754
0.029 -0.225 -0.024
0.473 0.583 -0.662

Computed properties:
HOMO energy (eV): -16.55
Net charge: +2
Frontier orbital gap (eV): 7.789

# 2
C12H29ClI2NOP2Pm | ωB97M-V with the def2-TZVPD basis set

Each line ends with the Löwdin charge.
Positions of all 49 atoms, in Å:
I 0.642159 -6.011970 -3.226749  0.08
I 2.816234 -4.810175 -2.827713  0.04
Pm -0.165987 -1.428657 -0.800020  0.89
P -0.057206 -0.281189 -2.810890  0.55
C 1.391930 0.802951 -3.096195  -0.22
C -0.068517 -1.372944 -4.281662  -0.23
H -0.101055 -0.788680 -5.207852  0.08
H -1.434309 1.282723 -4.100118  0.08
H -0.946234 -2.020948 -4.215372  0.04
H -2.398575 0.238557 -3.005937  0.04
H 2.307018 0.207041 -3.039844  0.06
H 0.828525 -1.997873 -4.272983  0.04
C -1.484124 0.829334 -3.104125  -0.22
H 1.333344 1.288156 -4.076028  0.08
H -1.491890 1.614208 -2.343185  0.04
H 1.432864 1.566307 -2.314491  0.03
P -0.525290 -2.689054 1.111772  0.56
C 0.729543 -2.594478 2.443495  -0.22
C -2.091862 -2.290811 1.973510  -0.22
H -1.450833 -4.633928 0.039268  0.03
H -0.921815 -5.032941 1.706090  0.07
H 0.275733 -4.858193 0.388677  0.04
C -0.670706 -4.486528 0.790431  -0.24
H -2.907115 -2.377633 1.250604  0.04
H -2.262719 -2.968828 2.816769  0.07
H 0.451533 -3.228847 3.291568  0.07
H 0.823411 -1.558359 2.779977  0.04
H -2.052511 -1.259399 2.333528  0.04
H 1.698567 -2.915433 2.051729  0.05
Cl -2.228538 -2.325603 -1.596120  0.12
O -0.479749 0.222395 0.782749  -0.16
C -0.363454 1.421348 1.018871  -0.42
C -0.569901 1.844929 2.452450  -0.08
C 0.739644 2.328667 3.089068  -0.18
C 1.156015 3.740555 2.667859  -0.20
C 1.459421 3.942965 1.179934  -0.18
C 0.252855 3.705689 0.262506  -0.16
N 0.000621 2.292830 0.057212  0.11
H -1.376450 2.600857 2.551289  0.15
H -0.881414 0.944083 3.026350  0.13
H 0.585682 2.369543 4.189291  0.13
H 1.557711 1.596786 2.895995  0.13
H 0.356945 4.451257 2.971023  0.13
H 2.073846 4.006849 3.238475  0.13
H 1.753695 5.010243 1.074037  0.13
H 2.321079 3.321119 0.850997  0.13
H -0.651033 4.226602 0.644221  0.14
H 0.503749 4.144298 -0.728027  0.14
H 0.089163 1.932183 -0.882434  0.08

Cartesian forces (eV/Å) of the 6 atoms listed first:
-2.013 -1.044 -0.337
1.873 1.260 0.452
2.273 0.683 1.498
0.528 4.582 -9.268
0.051 0.029 0.020
-0.022 -0.139 0.018

Computed properties:
HOMO energy (spin up / spin down) (eV): -14.06 / -14.06
Net charge: +2
Multiplicity: 5
Frontier orbital gap (spin up / spin down) (eV): 6.889 / 7.162
<S²>: 6.01

# 3
C12H29ClI2NOP2Sc | ωB97M-V with the def2-TZVPD basis set

Each line ends with the Löwdin charge.
Positions of all 49 atoms, in Å:
I 1.006461 3.631140 0.022047  0.20
I -1.130333 3.460590 -1.696017  0.19
Sc 0.073891 -1.031801 0.201557  0.59
P 1.699315 -0.535340 -2.008408  0.78
C 1.883691 1.122031 -2.780122  -0.31
C 3.442964 -1.109949 -1.832573  -0.25
H 3.906435 -1.433656 -2.775895  0.07
H 1.941380 -1.827163 -4.129431  0.07
H 3.483826 -1.973217 -1.153263  0.02
H 0.659512 -2.468538 -3.078519  0.02
H 2.281748 1.823000 -2.031706  -0.03
H 4.060338 -0.310597 -1.403862  0.06
C 1.131959 -1.546104 -3.440183  -0.26
H 2.520589 1.160280 -3.679049  0.08
H 0.369010 -0.996680 -4.007284  0.06
H 0.890880 1.517866 -3.041862  -0.01
P -1.591305 0.165932 2.097223  0.77
C -1.851587 1.990881 2.073788  -0.30
C -3.333911 -0.435936 2.040101  -0.25
H -0.771531 -1.131774 4.004224  0.02
H -2.006412 0.005429 4.546680  0.07
H -0.378332 0.588633 4.161772  0.06
C -1.160802 -0.116552 3.856041  -0.25
H -3.352505 -1.499177 1.769707  0.03
H -3.865839 -0.323177 2.997148  0.07
H -2.513698 2.363394 2.874027  0.08
H -2.257087 2.313231 1.101940  0.00
H -3.902120 0.101800 1.267764  0.06
H -0.872053 2.486429 2.163772  -0.02
Cl -1.292357 -2.700591 -0.627694  0.09
O 1.260218 -2.265595 1.203793  -0.18
C 1.592476 -3.368017 1.803797  -0.35
C 0.968729 -3.750896 3.122161  -0.07
C -0.241866 -4.609530 2.755341  -0.17
C 0.250476 -6.043061 2.395165  -0.17
C 1.042007 -6.074562 1.058779  -0.17
C 2.495344 -5.608536 1.141439  -0.12
N 2.554040 -4.122666 1.271518  0.12
H 1.757177 -4.312585 3.680384  0.15
H 0.682098 -2.830868 3.668238  0.12
H -0.993976 -4.629985 3.559323  0.13
H -0.768997 -4.152506 1.879265  0.09
H 0.826920 -6.542273 3.206879  0.13
H -0.635979 -6.695132 2.297520  0.12
H 1.051270 -7.123641 0.720442  0.13
H 0.513128 -5.468654 0.298102  0.12
H 2.976360 -6.146276 1.970164  0.13
H 3.056890 -5.892830 0.234742  0.14
H 3.333987 -3.609135 0.896286  0.16

Cartesian forces (eV/Å) of the 6 atoms listed first:
-0.717 -0.080 -0.563
0.710 0.021 0.631
-0.137 -1.171 -0.071
0.792 0.096 -1.571
-0.243 0.539 0.427
0.165 -0.178 0.609

Computed properties:
HOMO energy (eV): -14.71
Net charge: +2
Frontier orbital gap (eV): 7.568

# 4
C12H29F2LiN4O | ωB97M-V with the def2-TZVPD basis set

Each line ends with the Löwdin charge.
Positions of all 49 atoms, in Å:
C -3.095197 1.587602 -5.672180  -0.12
C -2.085501 0.294302 -5.767311  -0.24
O -0.809069 0.576466 -6.479851  -0.19
C 0.292011 0.721458 -5.515167  -0.21
N 0.096860 2.074808 -4.802587  0.09
C -0.146643 2.003350 -3.451442  -0.19
N -1.281544 2.508610 -2.587725  0.04
C -0.611807 2.508280 -1.198426  -0.16
C 0.080145 0.990695 -1.319773  -0.12
N 0.865655 1.242742 -2.619950  0.03
H -2.518295 2.449373 -5.121890  0.04
H -4.027291 1.283819 -5.028296  0.08
H -3.409803 1.905735 -6.772703  0.09
H -1.896298 -0.089586 -4.653257  0.12
H -2.623003 -0.590138 -6.324087  0.13
H 0.335303 -0.185444 -4.777157  0.09
H 1.313459 0.797086 -6.081952  0.15
H 0.199988 2.981478 -5.339597  0.18
H -1.752577 3.398805 -2.866275  0.13
H 0.257348 3.302376 -1.302677  0.12
H -1.305966 2.722093 -0.276675  0.12
H 0.683914 0.592208 -0.391519  0.14
H -0.826490 0.358902 -1.718263  0.13
H 1.626977 1.910847 -2.361048  0.15
C 2.782316 -2.723045 4.068465  -0.10
C 1.810049 -1.844630 3.284855  -0.25
N 0.400180 -2.132015 3.559445  -0.18
C -0.517869 -1.498848 2.606181  -0.24
C -0.567454 0.027665 2.582537  -0.10
C -0.015728 -2.064936 4.961440  -0.25
C 0.204381 -0.750783 5.704063  -0.10
H 2.574897 -3.785590 3.904812  0.08
H 3.807798 -2.526996 3.737839  0.02
H 2.741803 -2.519452 5.141808  0.05
H 2.007454 -2.024933 2.219832  0.13
H 2.052548 -0.794097 3.473011  0.10
H -1.534420 -1.881959 2.765793  0.11
H -0.248478 -1.842525 1.597530  0.12
H -1.106156 0.425826 3.443150  0.05
H -1.102425 0.363026 1.687844  0.06
H 0.428962 0.475985 2.551387  0.07
H 0.507813 -2.855375 5.511980  0.11
H -1.074881 -2.341645 5.043991  0.11
H 1.193031 -0.322632 5.519803  0.09
H 0.121185 -0.920575 6.782877  -0.03
H -0.551790 -0.007795 5.441777  0.06
F 1.720168 -0.314689 -4.230076  -0.60
F 5.406480 -2.841153 2.771716  -0.82
Li -0.402041 -0.644696 8.297747  0.90

Cartesian forces (eV/Å) of the 6 atoms listed first:
0.670 -0.503 -0.334
-0.580 -0.344 0.417
-1.167 0.404 2.048
0.063 -0.289 -1.924
-0.416 0.352 2.279
1.389 0.047 1.271

Computed properties:
HOMO energy (eV): -5.52
Frontier orbital gap (eV): 1.975

Calculated calculated total energy in order - -30995.9409, -80293.0313, -84444.1097, -26550.0891 eV